ORCA calculation (ωB97M-V/def2-TZVPD) on a cluster of 8 separate species, C62H126N6O12 in total in a non-equilibrium geometry.

The SMILES is CC1(C)CCCC(C)(C)N1O.CC1(C)CCCC(C)(C)N1O.CC1(C)CCCC(C)(C)N1O.CC1(C)CCCC(C)(C)N1O.CC1(C)CCCC(C)(C)N1O.CC1(C)CCCC(C)(C)N1O.C[C@H]1COC(=O)O1.C[C@H]1COC(=O)O1. The orbital gap comes out at 8.15 eV. Its highest occupied orbital energy is -7.709 eV. The calculation puts the LUMO energy at 0.44 eV. The energy relative to the best compared isomer or geometry (same formula, charge and spin) comes out at 114.3 kcal per mole. The energy is -99837.6900 eV.

Last columns: bonded neighbours and bond lengths (Å).
Cartesian coordinates (Å):
1 C -16.957 21.562 22.422  C2 1.606, H12 1.090, H13 1.090, H14 1.090
2 C -15.960 22.528 23.229  C1 1.606, C3 1.507, C4 1.569, N10 1.471
3 C -16.474 23.942 23.314  C2 1.507, H15 1.090, H16 1.090, H17 1.090
4 C -15.873 21.895 24.662  C2 1.569, C5 1.518, H18 1.090, H19 1.090
5 C -14.637 22.405 25.381  C4 1.518, C6 1.501, H20 1.090, H21 1.090
6 C -13.379 22.145 24.603  C5 1.501, C7 1.546, H22 1.090, H23 1.090
7 C -13.369 22.819 23.213  C6 1.546, C8 1.549, C9 1.548, N10 1.518
8 C -13.154 24.335 23.450  C7 1.549, H24 1.090, H25 1.090, H26 1.090
9 C -12.167 22.261 22.412  C7 1.548, H27 1.090, H28 1.090, H29 1.090
10 N -14.669 22.433 22.530  C2 1.471, C7 1.518, O11 1.365
11 O -14.658 22.793 21.214  N10 1.365, H30 0.960
12 H -16.609 20.614 22.012  C1 1.090
13 H -17.911 21.452 22.936  C1 1.090
14 H -17.140 22.013 21.446  C1 1.090
15 H -17.497 24.040 23.678  C3 1.090
16 H -15.715 24.514 23.848  C3 1.090
17 H -16.410 24.417 22.335  C3 1.090
18 H -16.796 22.063 25.217  C4 1.090
19 H -15.897 20.813 24.531  C4 1.090
20 H -14.738 23.463 25.625  C5 1.090
21 H -14.622 21.888 26.340  C5 1.090
22 H -13.378 21.063 24.471  C6 1.090
23 H -12.492 22.397 25.184  C6 1.090
24 H -13.669 24.859 24.256  C8 1.090
25 H -13.393 24.706 22.454  C8 1.090
26 H -12.162 24.631 23.789  C8 1.090
27 H -12.002 22.629 21.400  C9 1.090
28 H -12.303 21.192 22.252  C9 1.090
29 H -11.261 22.450 22.988  C9 1.090
30 H -14.716 21.984 20.701  O11 0.960
31 C -20.520 14.393 16.931  C32 1.527, H42 1.090, H43 1.090, H44 1.090
32 C -19.296 13.863 16.187  C31 1.527, C33 1.544, C34 1.537, N40 1.508
33 C -18.215 14.963 16.256  C32 1.544, H45 1.090, H46 1.090, H47 1.090
34 C -18.777 12.643 16.964  C32 1.537, C35 1.573, H48 1.090, H49 1.090
35 C -19.587 11.312 16.747  C34 1.573, C36 1.548, H50 1.090, H51 1.090
36 C -19.655 11.051 15.223  C35 1.548, C37 1.579, H52 1.090, H53 1.090
37 C -20.286 12.237 14.394  C36 1.579, C38 1.516, C39 1.515, N40 1.464
38 C -19.952 11.873 12.960  C37 1.516, H54 1.090, H55 1.090, H56 1.090
39 C -21.782 12.209 14.631  C37 1.515, H57 1.090, H58 1.090, H59 1.090
40 N -19.617 13.486 14.763  C32 1.508, C37 1.464, O41 1.338
41 O -19.912 14.501 13.942  N40 1.338, H60 0.960
42 H -21.334 13.670 16.984  C31 1.090
43 H -20.295 14.628 17.971  C31 1.090
44 H -20.772 15.350 16.473  C31 1.090
45 H -17.306 14.644 15.747  C33 1.090
46 H -18.563 15.877 15.774  C33 1.090
47 H -17.870 15.064 17.285  C33 1.090
48 H -17.711 12.479 16.805  C34 1.090
49 H -18.775 12.854 18.034  C34 1.090
50 H -19.158 10.469 17.290  C35 1.090
51 H -20.593 11.404 17.156  C35 1.090
52 H -20.086 10.062 15.066  C36 1.090
53 H -18.602 10.950 14.959  C36 1.090
54 H -18.882 11.970 12.777  C38 1.090
55 H -20.363 12.670 12.340  C38 1.090
56 H -20.255 10.857 12.706  C38 1.090
57 H -22.212 13.174 14.898  C39 1.090
58 H -22.110 11.500 15.392  C39 1.090
59 H -22.349 11.947 13.738  C39 1.090
60 H -19.312 14.382 13.203  O41 0.960
61 C -18.977 24.161 14.659  C62 1.495, H72 1.090, H73 1.090, H74 1.090
62 C -18.845 22.980 15.566  C61 1.495, C63 1.557, C64 1.581, N70 1.489
63 C -20.223 22.750 16.256  C62 1.557, H75 1.090, H76 1.090, H77 1.090
64 C -18.567 21.702 14.678  C62 1.581, C65 1.505, H78 1.090, H79 1.090
65 C -18.088 20.573 15.550  C64 1.505, C66 1.515, H80 1.090, H81 1.090
66 C -16.887 21.010 16.365  C65 1.515, C67 1.519, H82 1.090, H83 1.090
67 C -17.180 22.136 17.341  C66 1.519, C68 1.614, C69 1.584, N70 1.483
68 C -18.136 21.606 18.528  C67 1.614, H84 1.090, H85 1.090, H86 1.090
69 C -15.805 22.617 17.960  C67 1.584, H87 1.090, H88 1.090, H89 1.090
70 N -17.766 23.249 16.556  C62 1.489, C67 1.483, O71 1.353
71 O -18.068 24.285 17.373  N70 1.353, H90 0.960
72 H -18.034 24.641 14.399  C61 1.090
73 H -19.643 24.082 13.799  C61 1.090
74 H -19.383 24.936 15.310  C61 1.090
75 H -20.311 21.714 16.582  C63 1.090
76 H -20.192 23.320 17.184  C63 1.090
77 H -21.104 23.139 15.746  C63 1.090
78 H -19.511 21.397 14.227  C64 1.090
79 H -17.875 22.038 13.907  C64 1.090
80 H -18.930 20.240 16.157  C65 1.090
81 H -17.910 19.643 15.011  C65 1.090
82 H -16.201 21.337 15.583  C66 1.090
83 H -16.189 20.288 16.788  C66 1.090
84 H -18.448 22.334 19.277  C68 1.090
85 H -17.502 20.890 19.052  C68 1.090
86 H -19.019 21.063 18.191  C68 1.090
87 H -15.878 23.322 18.788  C69 1.090
88 H -14.998 22.931 17.297  C69 1.090
89 H -15.332 21.779 18.472  C69 1.090
90 H -17.644 25.022 16.928  O71 0.960
91 C -11.810 19.374 19.929  C92 1.586, H102 1.090, H103 1.090, H104 1.090
92 C -12.260 18.121 19.068  C91 1.586, C93 1.468, C94 1.612, N100 1.478
93 C -11.239 18.010 18.019  C92 1.468, H105 1.090, H106 1.090, H107 1.090
94 C -12.157 16.780 19.956  C92 1.612, C95 1.574, H108 1.090, H109 1.090
95 C -13.371 16.581 20.938  C94 1.574, C96 1.524, H110 1.090, H111 1.090
96 C -14.660 16.729 20.140  C95 1.524, C97 1.563, H112 1.090, H113 1.090
97 C -14.859 18.075 19.371  C96 1.563, C98 1.526, C99 1.529, N100 1.491
98 C -16.079 17.730 18.522  C97 1.526, H114 1.090, H115 1.090, H116 1.090
99 C -15.107 19.151 20.427  C97 1.529, H117 1.090, H118 1.090, H119 1.090
100 N -13.634 18.247 18.538  C92 1.478, C97 1.491, O101 1.361
101 O -13.778 19.400 17.830  N100 1.361, H120 0.960
102 H -12.276 19.373 20.914  C91 1.090
103 H -10.732 19.512 20.017  C91 1.090
104 H -12.272 20.283 19.546  C91 1.090
105 H -11.421 17.076 17.486  C93 1.090
106 H -11.252 18.857 17.333  C93 1.090
107 H -10.207 18.105 18.357  C93 1.090
108 H -12.045 15.942 19.268  C94 1.090
109 H -11.241 16.859 20.543  C94 1.090
110 H -13.339 15.611 21.434  C95 1.090
111 H -13.333 17.423 21.630  C95 1.090
112 H -15.505 16.634 20.822  C96 1.090
113 H -14.737 15.937 19.395  C96 1.090
114 H -16.090 16.819 17.923  C98 1.090
115 H -16.367 18.514 17.821  C98 1.090
116 H -16.876 17.481 19.223  C98 1.090
117 H -15.552 20.027 19.955  C99 1.090
118 H -14.264 19.450 21.050  C99 1.090
119 H -15.795 18.722 21.155  C99 1.090
120 H -14.308 19.029 17.121  O101 0.960
121 C -9.667 14.394 22.541  C122 1.579, H132 1.090, H133 1.090, H134 1.090
122 C -9.114 13.537 21.335  C121 1.579, C123 1.532, C124 1.589, N130 1.506
123 C -9.560 12.077 21.457  C122 1.532, H135 1.090, H136 1.090, H137 1.090
124 C -9.719 13.996 19.941  C122 1.589, C125 1.561, H138 1.090, H139 1.090
125 C -9.150 15.325 19.351  C124 1.561, C126 1.524, H140 1.090, H141 1.090
126 C -7.638 15.143 19.279  C125 1.524, C127 1.562, H142 1.090, H143 1.090
127 C -6.940 14.834 20.642  C126 1.562, C128 1.551, C129 1.553, N130 1.453
128 C -5.515 14.358 20.256  C127 1.551, H144 1.090, H145 1.090, H146 1.090
129 C -6.789 15.987 21.670  C127 1.553, H147 1.090, H148 1.090, H149 1.090
130 N -7.620 13.714 21.270  C122 1.506, C127 1.453, O131 1.418
131 O -7.002 13.129 22.405  N130 1.418, H150 0.960
132 H -10.683 14.781 22.462  C121 1.090
133 H -9.700 13.773 23.436  C121 1.090
134 H -9.053 15.250 22.818  C121 1.090
135 H -9.264 11.537 22.356  C123 1.090
136 H -10.609 11.813 21.322  C123 1.090
137 H -9.066 11.474 20.695  C123 1.090
138 H -9.464 13.304 19.138  C124 1.090
139 H -10.794 14.161 20.017  C124 1.090
140 H -9.665 15.506 18.408  C125 1.090
141 H -9.406 16.165 19.997  C125 1.090
142 H -7.151 16.031 18.877  C126 1.090
143 H -7.409 14.300 18.627  C126 1.090
144 H -4.947 14.099 21.149  C128 1.090
145 H -4.924 15.134 19.769  C128 1.090
146 H -5.390 13.553 19.532  C128 1.090
147 H -6.465 15.651 22.656  C129 1.090
148 H -7.646 16.638 21.839  C129 1.090
149 H -6.025 16.649 21.263  C129 1.090
150 H -6.499 12.399 22.036  O131 0.960
151 C -6.918 23.090 16.678  C152 1.558, H162 1.090, H163 1.090, H164 1.090
152 C -8.316 23.067 17.365  C151 1.558, C153 1.500, C154 1.546, N160 1.443
153 C -8.479 21.709 17.982  C152 1.500, H165 1.090, H166 1.090, H167 1.090
154 C -8.261 24.183 18.433  C152 1.546, C155 1.527, H168 1.090, H169 1.090
155 C -9.601 24.540 19.072  C154 1.527, C156 1.508, H170 1.090, H171 1.090
156 C -10.658 24.715 18.010  C155 1.508, C157 1.509, H172 1.090, H173 1.090
157 C -10.777 23.643 16.955  C156 1.509, C158 1.585, C159 1.567, N160 1.511
158 C -11.606 22.367 17.398  C157 1.585, H174 1.090, H175 1.090, H176 1.090
159 C -11.626 24.257 15.791  C157 1.567, H177 1.090, H178 1.090, H179 1.090
160 N -9.376 23.396 16.443  C152 1.443, C157 1.511, O161 1.407
161 O -9.306 22.575 15.302  N160 1.407, H180 0.960
162 H -6.987 23.961 16.026  C151 1.090
163 H -6.164 23.260 17.446  C151 1.090
164 H -6.717 22.184 16.106  C151 1.090
165 H -8.786 20.897 17.322  C153 1.090
166 H -7.750 21.422 18.739  C153 1.090
167 H -9.376 21.766 18.598  C153 1.090
168 H -7.468 23.959 19.146  C154 1.090
169 H -7.912 25.077 17.917  C154 1.090
170 H -9.753 23.655 19.689  C155 1.090
171 H -9.626 25.344 19.808  C155 1.090
172 H -10.395 25.652 17.520  C156 1.090
173 H -11.594 24.941 18.521  C156 1.090
174 H -12.645 22.348 17.067  C158 1.090
175 H -11.601 22.383 18.488  C158 1.090
176 H -11.045 21.441 17.277  C158 1.090
177 H -11.711 23.557 14.960  C159 1.090
178 H -11.168 25.114 15.296  C159 1.090
179 H -12.554 24.628 16.225  C159 1.090
180 H -9.032 23.231 14.657  O161 0.960
181 C -11.971 19.906 14.381  C182 1.526, H188 1.090, H189 1.090, H190 1.090
182 C -13.395 19.837 13.834  C181 1.526, C183 1.488, O187 1.405, H191 1.090
183 C -13.567 19.312 12.452  C182 1.488, O184 1.399, H192 1.090, H193 1.090
184 O -14.737 18.552 12.546  C183 1.399, C185 1.329
185 C -15.068 18.364 13.819  O184 1.329, O186 1.239, O187 1.284
186 O -15.906 17.565 14.258  C185 1.239
187 O -14.228 18.978 14.572  C182 1.405, C185 1.284
188 H -11.456 18.949 14.457  C181 1.090
189 H -11.919 20.286 15.401  C181 1.090
190 H -11.273 20.542 13.837  C181 1.090
191 H -13.855 20.825 13.843  C182 1.090
192 H -12.730 18.765 12.018  C183 1.090
193 H -13.740 20.144 11.769  C183 1.090
194 C -14.806 17.981 24.859  C195 1.505, H201 1.090, H202 1.090, H203 1.090
195 C -13.428 17.618 25.342  C194 1.505, C196 1.469, O200 1.387, H204 1.090
196 C -12.970 16.291 24.910  C195 1.469, O197 1.443, H205 1.090, H206 1.090
197 O -11.611 16.453 24.449  C196 1.443, C198 1.382
198 C -11.392 17.817 24.414  O197 1.382, O199 1.221, O200 1.367
199 O -10.368 18.411 24.114  C198 1.221
200 O -12.464 18.513 24.899  C195 1.387, C198 1.367
201 H -15.529 17.178 24.998  C194 1.090
202 H -14.749 18.194 23.791  C194 1.090
203 H -15.145 18.879 25.377  C194 1.090
204 H -13.357 17.666 26.429  C195 1.090
205 H -13.577 15.902 24.093  C196 1.090
206 H -12.896 15.595 25.746  C196 1.090